Model A:
C4H10NOS as an isolated structure. Source: the Open Molecules 2025 dataset; level of theory: wB97M-V/def2-TZVPD.

Geometry as ORCA input:
```
! RIJCOSX wB97M-V def2-TZVPD def2/J DEFGRID3
* xyz -1 1
C 0.28 0.01 0.75
N 0.60 -1.32 0.27
C 0.29 -2.48 -1.26
O 1.15 -3.27 -1.65
C -0.11 1.09 -0.26
C -0.85 2.42 0.61
S 0.60 3.48 1.21
H -0.46 -0.23 1.65
H 1.00 0.37 1.55
H 0.44 -1.85 1.14
H -0.79 -2.92 -1.09
H -0.01 -1.56 -1.65
H -0.92 0.48 -0.92
H 0.46 1.62 -1.07
H -1.42 2.33 1.55
H -1.54 2.94 -0.21
H 1.27 -1.12 -0.63
*
```

Properties
Lowest unoccupied orbital energy, eV: 3.27
HOMO level, eV: -2.73
Frontier orbital gap, eV: 6.00

=====

Model B:
An isolated ion of composition C4H10NOS and charge -1. Source: the Open Molecules 2025 dataset; level of theory: wB97M-V/def2-TZVPD.

Geometry as ORCA input:
```
! RIJCOSX wB97M-V def2-TZVPD def2/J DEFGRID3
* xyz -1 1
C 0.61 0.18 -0.19
N -0.24 0.92 -1.10
C -0.26 2.41 -0.74
O 0.92 2.99 -0.62
C -0.20 -0.55 0.89
C -0.67 -1.91 0.42
S 0.65 -3.21 0.52
H 1.22 -0.57 -0.72
H 1.31 0.87 0.29
H 0.16 0.87 -2.03
H -0.91 2.83 -1.54
H -0.86 2.40 0.20
H -1.09 0.06 1.08
H 0.43 -0.60 1.79
H -0.89 -1.79 -0.65
H -1.54 -2.31 0.94
H 1.36 -2.58 1.46
*
```

Properties
Lowest unoccupied orbital energy, eV: 3.05
SMILES string: [O-]CNCCCS
HOMO level, eV: -2.59
Frontier orbital gap, eV: 5.64

=====

Result of the stability comparison: model A is the least stable of them.

=====

Model A:
A 2-piece molecular cluster, C5H14NO overall. Source: the Open Molecules 2025 dataset; level of theory: wB97M-V/def2-TZVPD.

Geometry as ORCA input:
```
! RIJCOSX wB97M-V def2-TZVPD def2/J DEFGRID3
* xyz 1 1
C -1.90 -0.34 -2.71
C -1.45 -0.96 -1.41
C -0.18 -0.18 -0.76
C 0.21 -0.75 0.57
C 0.08 0.16 2.95
N -0.42 0.04 1.72
H -2.93 -0.63 -3.05
H -1.86 0.81 -2.76
H -1.18 -0.56 -3.45
H -2.31 -0.83 -0.76
H -1.22 -1.93 -1.80
H 0.73 -0.30 -1.45
H -0.54 0.83 -0.69
H -0.20 -1.83 0.68
H 1.24 -0.62 0.82
H -0.66 0.73 3.61
H 1.05 -0.41 3.26
H -1.34 0.35 1.51
H 4.59 1.43 1.26
H 4.34 2.92 1.23
O 3.95 2.07 1.27
*
```

Properties
Lowest unoccupied orbital energy, eV: -5.23
HOMO level, eV: -14.47
Frontier orbital gap, eV: 9.24

=====

Model B:
A 2-piece molecular cluster, C5H14NO overall. Source: the Open Molecules 2025 dataset; level of theory: wB97M-V/def2-TZVPD.

Geometry as ORCA input:
```
! RIJCOSX wB97M-V def2-TZVPD def2/J DEFGRID3
* xyz 1 1
C 1.04 -0.74 -1.43
C 0.69 -1.14 0.02
C 0.26 0.05 0.87
C 0.71 0.22 2.11
C 0.34 1.39 2.96
N 0.22 0.36 -1.97
H 0.94 -1.66 -2.00
H 2.11 -0.58 -1.60
H 1.60 -1.53 0.45
H -0.14 -1.85 -0.02
H -0.70 0.49 0.61
H 1.19 -0.62 2.61
H 0.87 2.30 2.66
H 0.54 1.23 4.01
H -0.71 1.65 2.87
H 0.03 1.04 -1.22
H -0.72 0.00 -2.19
H 0.59 0.93 -2.72
H -2.86 -1.09 -1.55
H -3.25 0.34 -1.87
O -2.48 -0.22 -1.69
*
```

Properties
Lowest unoccupied orbital energy, eV: -3.16
HOMO level, eV: -12.78
Frontier orbital gap, eV: 9.61

=====

Result of the stability comparison: model A is the least stable of them.

=====

Model A:
One molecule with the formula C3H4BNO3. Source: the Open Molecules 2025 dataset; level of theory: wB97M-V/def2-TZVPD.

Geometry as ORCA input:
```
! RIJCOSX wB97M-V def2-TZVPD def2/J DEFGRID3
* xyz 0 1
B 0.16 1.32 -0.08
C 1.02 -1.27 -0.50
C -1.35 -1.49 0.74
C 0.48 -0.13 -0.12
N 0.44 -2.48 -0.23
O -0.73 -2.48 0.32
O 0.30 1.95 -1.26
O -0.10 1.96 1.12
H 2.06 -1.43 -0.74
H -2.40 -1.51 0.91
H 0.74 2.77 -1.42
H -0.60 2.78 1.26
*
```

Properties
Lowest unoccupied orbital energy (alpha / beta), eV: -0.26 / -0.26
HOMO level (alpha / beta), eV: -8.29 / -8.29
Frontier orbital gap (alpha / beta), eV: 8.04 / 8.04

=====

Model B:
One molecule with the formula C3H4BNO3. Source: the Open Molecules 2025 dataset; level of theory: wB97M-V/def2-TZVPD.

Geometry as ORCA input:
```
! RIJCOSX wB97M-V def2-TZVPD def2/J DEFGRID3
* xyz 0 1
B 1.58 -0.37 -0.06
C 2.74 0.59 -0.19
C -0.85 -0.30 0.13
C -2.03 0.65 -0.15
N 3.67 1.25 -0.08
O -0.84 -1.48 0.24
O 1.73 -1.64 0.13
O 0.28 0.46 0.17
H -2.74 0.09 -0.72
H -1.71 1.61 -0.56
H -2.63 1.08 0.76
H 0.80 -1.95 0.33
*
```

Properties
Lowest unoccupied orbital energy, eV: 0.17
SMILES string: CC(=O)OB(O)C#N
HOMO level, eV: -11.67
Frontier orbital gap, eV: 11.84

=====

Result of the stability comparison: model A is the least stable of them.

=====

Model A:
One molecule with the formula C5H11NO4. Source: the Open Molecules 2025 dataset; level of theory: wB97M-V/def2-TZVPD.

Geometry as ORCA input:
```
! RIJCOSX wB97M-V def2-TZVPD def2/J DEFGRID3
* xyz 0 1
C 0.46 0.67 -0.16
C 0.45 -0.85 0.16
C -0.93 0.91 -1.08
C 1.71 1.05 -0.92
C -0.95 -1.22 0.61
N 1.44 -1.14 1.18
O 0.34 1.42 1.00
O -1.41 -2.32 -0.01
O -2.00 1.40 -0.32
O -1.53 -0.70 1.54
H -0.61 1.37 1.28
H -2.23 -2.63 0.42
H -2.28 0.73 0.31
H 0.69 -1.41 -0.75
H 1.29 -2.05 1.59
H 1.36 -0.44 1.91
H -0.66 1.73 -1.74
H -1.21 0.07 -1.73
H 2.58 0.76 -0.34
H 1.73 2.12 -1.09
H 1.74 0.53 -1.88
*
```

Properties
Lowest unoccupied orbital energy, eV: 0.47
SMILES string: C[C@@](O)(CO)[C@@H](N)C(=O)O
HOMO level, eV: -9.73
Frontier orbital gap, eV: 10.20

=====

Model B:
A 2-piece molecular cluster, C5H11NO4 overall. Source: the Open Molecules 2025 dataset; level of theory: wB97M-V/def2-TZVPD.

Geometry as ORCA input:
```
! RIJCOSX wB97M-V def2-TZVPD def2/J DEFGRID3
* xyz 0 1
C 0.13 -2.17 -0.37
C 0.52 -0.74 -0.54
C -0.77 0.45 -0.33
C 0.03 1.78 -0.28
C -1.63 0.41 -1.61
O -1.29 0.05 0.74
O 2.25 0.12 4.26
N 1.13 0.60 4.15
O 0.54 1.33 4.93
O 0.96 -0.41 -1.81
H -0.35 -2.27 0.61
H -0.57 -2.53 -1.14
H 1.02 -2.80 -0.41
H 1.21 -0.37 0.23
H 0.46 2.03 -1.26
H -0.64 2.58 0.04
H 0.82 1.68 0.48
H -1.05 0.65 -2.50
H -2.09 -0.58 -1.69
H -2.45 1.13 -1.50
H 1.77 -0.91 -2.00
*
```

Properties
Lowest unoccupied orbital energy (alpha / beta), eV: -1.25 / -2.32
HOMO level (alpha / beta), eV: -9.33 / -9.46
Frontier orbital gap (alpha / beta), eV: 8.07 / 7.14

=====

Model C:
A 2-piece molecular cluster, C5H11NO4 overall. Source: the Open Molecules 2025 dataset; level of theory: wB97M-V/def2-TZVPD.

Geometry as ORCA input:
```
! RIJCOSX wB97M-V def2-TZVPD def2/J DEFGRID3
* xyz 0 1
C 1.54 0.85 -1.26
C 1.12 0.22 0.02
C -0.54 0.18 0.25
C -0.88 -0.69 1.51
C -1.12 1.62 0.36
O -1.27 -0.10 -0.79
O -0.29 -2.03 -1.26
N -1.30 -2.75 -1.47
O -0.93 -4.00 -1.65
O 1.63 0.87 1.14
H 0.96 0.30 -1.99
H 1.23 1.91 -1.28
H 2.57 0.54 -1.48
H 1.33 -0.85 0.09
H -0.45 -0.25 2.42
H -1.97 -0.67 1.65
H -0.49 -1.72 1.38
H -0.65 2.16 1.17
H -0.90 2.16 -0.56
H -2.19 1.55 0.60
H 2.61 0.72 1.15
*
```

Properties
Lowest unoccupied orbital energy (alpha / beta), eV: -1.44 / -3.03
HOMO level (alpha / beta), eV: -9.92 / -10.07
Frontier orbital gap (alpha / beta), eV: 8.48 / 7.05

=====

Result of the stability comparison: model C is the least stable of them.

=====

Model A:
A 2-piece molecular cluster, C3H5F overall. Source: the Open Molecules 2025 dataset; level of theory: wB97M-V/def2-TZVPD.

Geometry as ORCA input:
```
! RIJCOSX wB97M-V def2-TZVPD def2/J DEFGRID3
* xyz 0 1
C 0.52 0.46 -2.40
C 0.93 -0.60 -2.05
C -0.60 0.10 1.77
F 1.33 -1.76 -1.69
H 0.21 1.42 -2.67
H -1.01 0.76 2.52
H -1.08 0.28 0.81
H 0.47 0.27 1.67
H -0.77 -0.93 2.05
*
```

Properties
Lowest unoccupied orbital energy, eV: 0.86
SMILES string: C#CF.C
HOMO level, eV: -10.69
Frontier orbital gap, eV: 11.55

=====

Model B:
One molecule with the formula C3H5F. Source: the Open Molecules 2025 dataset; level of theory: wB97M-V/def2-TZVPD.

Geometry as ORCA input:
```
! RIJCOSX wB97M-V def2-TZVPD def2/J DEFGRID3
* xyz 0 1
C -1.31 -0.11 0.02
C 0.32 -0.37 0.00
C 1.40 0.43 0.01
F 2.60 -0.19 0.01
H -1.80 -0.49 -0.90
H -1.38 1.01 0.00
H -1.75 -0.41 0.96
H 0.65 -1.37 -0.03
H 1.26 1.50 -0.06
*
```

Properties
Lowest unoccupied orbital energy, eV: 1.18
SMILES string: C/C=C/F
HOMO level, eV: -9.62
Frontier orbital gap, eV: 10.80

=====

Result of the stability comparison: model A is the least stable of them.

=====

Model A:
A 2-piece molecular cluster, C5H12S2 overall. Source: the Open Molecules 2025 dataset; level of theory: wB97M-V/def2-TZVPD.

Geometry as ORCA input:
```
! RIJCOSX wB97M-V def2-TZVPD def2/J DEFGRID3
* xyz 0 1
C 0.29 -1.37 -1.15
C 0.12 -2.65 -0.34
C -0.92 -0.46 -1.18
S -0.73 1.02 -2.14
S 0.99 0.17 2.01
C 0.00 1.58 1.79
C 0.50 2.48 0.66
H 1.08 -0.75 -0.72
H 0.67 -1.54 -2.16
H 1.02 -3.25 -0.36
H -0.23 -2.35 0.64
H -0.54 -3.36 -0.85
H -1.28 -0.15 -0.19
H -1.85 -0.93 -1.54
H 0.01 2.18 2.71
H -1.08 1.44 1.64
H 1.59 2.58 0.75
H 0.31 1.89 -0.24
H 0.05 3.47 0.66
*
```

Properties
Lowest unoccupied orbital energy, eV: -4.10
HOMO level, eV: -7.76
Frontier orbital gap, eV: 3.66

=====

Model B:
A 2-piece molecular cluster, C5H12S2 overall. Source: the Open Molecules 2025 dataset; level of theory: wB97M-V/def2-TZVPD.

Geometry as ORCA input:
```
! RIJCOSX wB97M-V def2-TZVPD def2/J DEFGRID3
* xyz 0 1
C 2.35 1.91 1.42
C 1.07 1.55 2.10
C 0.10 2.41 2.39
H 2.56 1.26 0.57
H 2.32 2.93 1.06
H 3.19 1.78 2.11
H 0.93 0.52 2.42
H -0.75 2.11 3.00
H 0.13 3.43 2.03
C 0.04 -2.99 -0.68
S 0.00 -1.46 -1.64
S -1.47 -0.47 -0.58
C -0.88 1.23 -0.78
H 0.43 -2.85 0.33
H -0.95 -3.43 -0.63
H 0.68 -3.69 -1.23
H -1.01 1.54 -1.82
H -1.50 1.87 -0.15
H 0.15 1.30 -0.46
*
```

Properties
Lowest unoccupied orbital energy, eV: 0.72
SMILES string: C=CC.CSSC
HOMO level, eV: -7.94
Frontier orbital gap, eV: 8.66

=====

Result of the stability comparison: model A is the least stable of them.